1.
ORCA calculation (ωB97M-V/def2-TZVPD) on 3 unconnected molecules or ions with the total composition C18H52FN9O4P2S.

Each line ends with the Löwdin charge.
CARTESIAN COORDINATES (ANGSTROEM)
C -6.406 1.176 4.953  -0.122
N -6.134 1.425 3.556  -0.305
C -5.854 2.833 3.298  -0.136
P -6.733 0.524 2.215  0.735
O -5.499 0.546 1.334  -0.312
N -6.641 -1.228 2.415  -0.354
C -6.000 -1.812 3.579  -0.147
C -6.162 -1.928 1.224  -0.155
N -8.366 0.390 2.721  -0.318
C -9.158 1.618 2.652  -0.131
C -9.036 -0.694 3.413  -0.110
H -7.394 1.534 5.282  0.080
H -5.660 1.696 5.558  0.086
H -6.317 0.127 5.216  0.050
H -6.767 3.444 3.281  0.072
H -5.350 2.952 2.338  0.071
H -5.189 3.242 4.061  0.079
H -4.978 -1.439 3.739  0.090
H -5.954 -2.897 3.469  0.081
H -6.586 -1.652 4.486  0.051
H -5.071 -1.890 1.123  0.077
H -6.596 -1.507 0.318  0.071
H -6.466 -2.977 1.275  0.078
H -9.188 2.140 3.617  0.078
H -10.185 1.410 2.348  0.079
H -8.748 2.304 1.909  0.074
H -8.768 -0.712 4.474  0.079
H -8.826 -1.661 2.971  0.081
H -10.119 -0.557 3.351  0.081
C 4.376 -4.205 -2.297  -0.125
N 5.326 -3.518 -1.453  -0.304
C 4.685 -2.930 -0.280  -0.126
P 6.791 -2.778 -1.949  0.678
O 7.614 -2.962 -0.707  -0.296
N 7.745 -3.743 -3.046  -0.331
C 7.341 -5.093 -3.399  -0.143
C 9.170 -3.749 -2.716  -0.151
N 6.155 -1.864 -3.226  -0.313
C 5.299 -0.742 -2.849  -0.127
C 6.156 -2.171 -4.641  -0.111
H 3.725 -3.526 -2.871  0.081
H 3.725 -4.822 -1.675  0.083
H 4.852 -4.890 -2.992  0.046
H 4.148 -2.002 -0.520  0.064
H 5.427 -2.705 0.486  0.073
H 3.971 -3.629 0.160  0.079
H 7.160 -5.731 -2.523  0.091
H 8.116 -5.561 -4.009  0.080
H 6.453 -5.092 -4.034  0.055
H 9.409 -4.443 -1.904  0.080
H 9.508 -2.758 -2.420  0.072
H 9.743 -4.041 -3.600  0.078
H 4.237 -1.016 -2.867  0.066
H 5.441 0.112 -3.513  0.084
H 5.536 -0.391 -1.843  0.082
H 5.413 -2.937 -4.887  0.078
H 7.132 -2.489 -4.994  0.077
H 5.901 -1.274 -5.212  0.081
C -1.453 1.427 1.282  -0.079
C -1.155 1.520 -0.207  -0.242
N 0.256 1.875 -0.351  -0.076
N 0.662 1.919 -1.707  -0.233
C 0.795 3.270 -2.320  -0.171
C 0.394 4.457 -1.445  -0.186
C 1.547 5.103 -0.656  -0.197
C 2.118 4.240 0.460  -0.305
N 3.214 4.930 1.165  -0.007
S 1.919 0.933 -2.024  0.580
O 1.804 -0.290 -1.310  -0.248
O 3.183 1.587 -1.952  -0.252
F 1.682 0.615 -3.537  -0.123
H -1.259 2.366 1.803  0.072
H -2.490 1.138 1.454  0.066
H -0.812 0.665 1.737  0.075
H -1.758 2.333 -0.616  0.109
H -1.361 0.576 -0.718  0.117
H 0.858 1.306 0.228  0.115
H 0.151 3.271 -3.203  0.116
H 1.801 3.459 -2.702  0.113
H -0.475 4.269 -0.816  0.101
H 0.077 5.235 -2.147  0.111
H 1.120 5.992 -0.180  0.110
H 2.353 5.378 -1.338  0.114
H 1.320 3.908 1.133  0.101
H 2.540 3.327 0.031  0.092
H 3.754 4.224 1.652  0.059
H 2.809 5.512 1.890  0.061

Cartesian forces, eV/Å:
C -0.79 -0.05 0.14
N 0.17 0.53 -0.50
C 0.22 0.05 -0.38
P 2.76 -5.19 4.30
O -2.24 2.79 -1.95
N 0.21 -0.57 0.29
C -0.19 0.14 0.20
C 0.00 0.14 -0.10
N -0.22 2.29 -1.93
C 0.09 0.20 0.24
C -0.31 -0.55 -0.26
H 0.02 -0.02 0.02
H 0.04 0.10 -0.13
H -0.09 -0.02 -0.14
H 0.05 0.05 0.11
H -0.06 -0.10 -0.03
H -0.02 -0.11 0.06
H 0.02 -0.05 0.06
H 0.07 0.01 -0.15
H 0.03 0.11 0.03
H 0.00 0.01 -0.08
H 0.03 0.02 0.02
H -0.04 0.01 0.13
H -0.06 -0.01 0.00
H 0.02 -0.06 -0.02
H 0.06 0.02 0.04
H 0.06 -0.01 -0.01
H 0.18 0.05 0.06
H 0.05 0.25 -0.03
C -0.21 0.44 -0.52
N 0.14 -0.15 0.61
C 0.30 0.09 0.31
P -0.37 -5.19 -1.84
O -0.33 3.26 -0.09
N -0.01 -0.26 -0.02
C -0.33 0.02 -0.20
C 0.07 0.14 0.14
N 0.63 1.89 1.50
C -0.26 -0.11 0.12
C 0.41 0.02 -0.38
H -0.01 -0.03 -0.01
H 0.03 0.09 0.11
H 0.08 0.12 -0.03
H -0.12 -0.08 0.02
H 0.07 0.01 -0.10
H 0.00 -0.08 -0.11
H -0.01 -0.05 -0.04
H 0.13 0.07 0.11
H -0.05 0.02 0.09
H 0.02 0.05 0.04
H -0.03 -0.02 0.04
H -0.11 -0.04 -0.06
H 0.00 0.02 -0.02
H 0.07 -0.05 -0.04
H -0.05 -0.05 0.03
H 0.03 -0.04 0.01
H -0.03 -0.16 0.13
H -0.09 0.07 0.19
C 0.07 -0.37 0.05
C 0.31 -0.05 0.49
N -0.58 0.62 0.10
N 0.74 -0.09 -0.01
C -0.61 0.47 -0.45
C 0.49 0.51 -0.17
C -0.63 -0.50 0.57
C 0.32 -0.27 -0.11
N -0.38 -0.22 0.02
S 0.91 -0.61 0.67
O -0.67 -0.04 -0.09
O -0.13 0.37 -0.49
F -0.16 0.25 0.05
H -0.01 0.07 -0.14
H 0.00 0.02 -0.03
H -0.08 -0.01 0.05
H 0.02 -0.16 -0.33
H -0.26 0.07 -0.03
H 0.07 -0.12 -0.20
H -0.06 -0.15 0.07
H 0.13 -0.29 0.24
H 0.10 -0.25 0.06
H -0.10 -0.13 -0.08
H 0.29 0.23 -0.21
H -0.02 0.19 0.05
H -0.06 0.10 -0.04
H 0.02 0.05 -0.05
H 0.13 0.13 0.04
H 0.14 0.13 -0.03

Values from the calculation:
HOMO energy = -7.9 eV
Kohn-Sham gap = 0.281 Eh
spin multiplicity = 1
total energy = -2691.39852 Ha
SMILES = CN(C)P(=O)(N(C)C)N(C)C.CN(C)P(=O)(N(C)C)N(C)C.CCNN(CCCCN)S(=O)(=O)F

---

2.
ORCA calculation (ωB97M-V/def2-TZVPD) on 6 unconnected molecules or ions with the total composition C18H52N4O6.

Each line ends with the Löwdin charge.
CARTESIAN COORDINATES (ANGSTROEM)
C 4.038 2.343 0.846  -0.098
O 4.751 3.345 0.137  -0.186
C 3.910 4.098 -0.737  -0.210
C 4.648 5.146 -1.554  -0.433
C 4.785 6.383 -0.657  -0.084
N 3.997 5.556 -2.787  0.048
H 4.580 1.959 1.702  0.091
H 3.821 1.592 0.079  0.074
H 3.057 2.698 1.186  0.072
H 3.288 3.354 -1.260  0.115
H 3.169 4.584 -0.084  0.107
H 5.725 4.965 -1.650  0.139
H 5.291 7.220 -1.145  0.079
H 5.266 6.289 0.316  0.084
H 3.776 6.755 -0.419  0.078
H 3.307 6.238 -2.491  0.068
H 3.600 4.786 -3.303  0.068
C -2.860 -0.179 1.021  -0.120
O -4.016 -0.967 1.147  -0.169
C -3.718 -2.346 1.259  -0.203
C -5.002 -3.090 1.553  -0.430
C -4.873 -4.223 2.581  -0.075
N -5.630 -3.706 0.387  0.040
H -3.150 0.845 1.241  0.091
H -2.347 -0.274 0.060  0.069
H -2.078 -0.429 1.753  0.082
H -3.089 -2.749 0.457  0.109
H -3.098 -2.449 2.165  0.118
H -5.636 -2.360 2.075  0.136
H -5.827 -4.736 2.721  0.072
H -4.471 -4.013 3.574  0.076
H -4.238 -5.017 2.171  0.074
H -6.610 -3.890 0.563  0.073
H -5.585 -3.071 -0.405  0.075
C -0.114 -3.861 1.541  -0.097
O -0.646 -4.633 0.482  -0.191
C -0.601 -3.913 -0.755  -0.210
C -1.264 -4.818 -1.794  -0.372
C -1.662 -3.996 -3.057  -0.078
N -2.630 -5.231 -1.321  0.028
H -0.722 -3.013 1.880  0.077
H 0.855 -3.488 1.206  0.055
H -0.003 -4.496 2.419  0.093
H -1.104 -2.945 -0.728  0.112
H 0.462 -3.857 -0.999  0.116
H -0.731 -5.743 -1.997  0.137
H -0.712 -3.778 -3.572  0.071
H -2.129 -3.016 -2.966  0.070
H -2.242 -4.597 -3.753  0.072
H -3.189 -4.389 -1.227  0.039
H -2.546 -5.586 -0.368  0.060
C -1.859 1.853 -2.091  -0.123
O -1.452 2.343 -0.848  -0.196
C -0.187 2.957 -0.788  -0.208
C 0.085 3.720 0.496  -0.432
C -0.118 2.953 1.803  -0.048
N -0.605 5.012 0.616  0.047
H -2.627 1.090 -2.067  0.084
H -1.015 1.475 -2.697  0.084
H -2.104 2.726 -2.720  0.091
H 0.584 2.219 -1.022  0.103
H -0.178 3.774 -1.526  0.127
H 1.154 3.939 0.404  0.095
H -1.175 2.857 2.036  0.078
H 0.393 3.499 2.601  0.082
H 0.487 2.045 1.748  0.068
H -1.304 4.919 1.343  0.060
H -1.115 5.342 -0.195  0.069
C 0.800 -0.410 -0.238  -0.124
O 1.452 -1.668 -0.138  -0.148
H 0.196 -0.365 0.665  0.077
H 1.570 0.366 -0.181  0.058
H 0.212 -0.239 -1.142  0.078
H 1.956 -1.926 -0.915  0.089
C 4.434 -1.725 1.140  -0.161
O 3.682 -2.585 1.985  -0.117
H 4.709 -2.206 0.202  0.081
H 3.825 -0.835 0.947  0.049
H 5.301 -1.323 1.662  0.079
H 3.095 -3.103 1.429  0.047

Cartesian forces, eV/Å:
C -0.62 0.42 -1.38
O 0.64 0.62 0.43
C -0.62 -1.27 1.15
C 1.21 0.80 1.34
C -1.08 1.32 0.17
N 0.39 0.23 0.69
H 0.37 0.02 -0.18
H -0.02 -0.64 0.46
H 0.06 0.24 0.20
H 0.31 0.20 -0.86
H -0.01 0.40 -0.17
H -0.30 -1.22 -0.77
H 0.07 -0.24 -0.29
H 0.15 -0.75 -0.15
H 0.04 0.02 -0.04
H -0.36 -0.21 -0.65
H -0.22 0.04 0.04
C 0.39 0.18 0.43
O 0.21 -0.15 -0.63
C 0.39 -0.07 1.42
C -0.72 -0.62 1.14
C 0.69 -1.10 -0.30
N 0.30 0.58 -0.55
H 0.03 0.12 -0.41
H -0.36 0.12 -0.28
H -0.24 -0.26 0.27
H -0.40 0.08 -0.38
H 0.07 -0.08 -0.09
H -0.06 0.28 -0.46
H -0.18 0.32 0.00
H -0.08 0.59 -0.15
H 0.12 0.13 -0.07
H 0.00 -0.04 0.01
H -0.15 -0.04 0.06
C 0.48 -0.34 0.15
O -0.65 0.86 0.16
C 0.63 -2.18 -0.18
C -3.59 1.52 0.08
C 2.53 -0.64 -0.85
N 0.76 -0.33 0.61
H -0.22 0.05 -0.50
H 0.08 0.18 0.42
H 0.09 -0.18 -0.18
H 0.11 0.14 0.23
H 0.03 0.73 -0.19
H 0.37 0.25 -0.21
H -0.20 0.10 -0.24
H -0.25 -0.19 0.82
H -0.14 -0.11 0.16
H -0.16 -0.06 -0.05
H -0.08 -0.05 -0.18
C 1.47 1.27 -1.60
O -0.54 -0.73 1.44
C -0.78 0.72 -0.70
C 0.04 0.06 0.32
C 1.27 0.39 -0.38
N -0.39 -0.11 0.35
H -0.21 0.22 0.47
H 0.11 -0.51 0.52
H -0.82 -0.24 0.08
H 0.23 0.10 0.06
H 0.34 -0.31 -0.49
H 0.06 -0.02 0.08
H 0.04 -0.55 0.03
H -0.37 0.27 0.06
H -0.71 -0.46 0.03
H -0.01 0.20 -0.01
H 0.27 -0.29 -0.27
C 1.03 -0.03 0.34
O -0.12 -0.45 -0.05
H -0.26 0.25 -0.18
H -0.19 0.25 0.01
H -0.15 -0.33 0.01
H -0.14 0.47 -0.22
C -0.83 0.68 0.25
O 0.56 -0.19 0.13
H 0.22 0.04 -0.01
H -0.01 -0.03 -0.44
H 0.20 -0.56 0.12
H -0.13 0.11 0.02

Values from the calculation:
energy above the lowest of the compared OMol25 structures with the same formula, charge and spin = 2.4277 eV
HOMO energy = -9.1 eV
Kohn-Sham gap = 0.342 Eh
spin multiplicity = 1
total energy = -1387.28428 Ha
SMILES = COC[C@H](C)N.COC[C@H](C)N.COC[C@H](C)N.COC[C@H](C)N.CO.CO